Record 1
12 unconnected molecules or ions with the total composition C36H36F12O36. Source: the Open Molecules 2025 dataset; level of theory: wB97M-V/def2-TZVPD.

Properties
Kohn-Sham gap	10.9	eV
highest occupied orbital energy	-11.025	eV
lowest unoccupied orbital energy	-0.1502	eV
total charge	0
energy above the lowest of the compared OMol25 structures with the same formula, charge and spin	180.6	kcal/mol

Last column: Mulliken charge in e.
Positions of all 120 atoms, in Å:
O: 11.6099 -13.9884 0.3564  -0.619
C: 10.4828 -13.5579 0.5244  0.462
O: 10.1327 -12.3642 0.3645  -0.338
C: 8.7845 -12.1620 0.6901  0.572
C: 8.4600 -13.4114 1.5039  1.382
F: 7.1641 -13.8801 1.1079  0.112
O: 9.4670 -14.2733 0.9482  -0.309
H: 8.2918 -11.4062 1.3018  -0.054
H: 8.1172 -12.1758 -0.1716  -0.011
H: 8.4587 -13.4067 2.5939  -0.944
O: 6.6599 -10.3931 -1.7467  -0.612
C: 5.7392 -11.0100 -1.1649  0.666
O: 4.5560 -10.4697 -0.9958  -0.392
C: 3.6541 -11.4177 -0.3619  -0.484
C: 4.2736 -12.7611 -0.7122  1.127
F: 3.5615 -13.1905 -1.7165  -0.328
O: 5.6373 -12.3887 -1.0521  -0.125
H: 3.7446 -11.1415 0.6887  0.080
H: 2.6671 -11.1346 -0.7277  0.347
H: 4.1289 -13.4009 0.1583  -0.222
O: 11.0869 -16.1552 5.4658  -0.475
C: 10.7786 -16.8072 4.5137  0.384
O: 11.6627 -17.2977 3.5349  -0.379
C: 10.8852 -17.9903 2.5921  -0.634
C: 9.4133 -17.7242 2.9020  1.007
F: 8.6944 -18.8678 2.8463  -0.303
O: 9.5029 -17.1648 4.1815  0.112
H: 11.1974 -17.9053 1.5512  0.394
H: 11.1707 -19.0265 2.7734  0.328
H: 8.9503 -16.9668 2.2695  -0.476
O: 7.2190 -13.8522 7.0921  0.129
C: 7.2465 -13.2846 8.1218  -0.141
O: 8.0774 -12.3013 8.3287  -0.265
C: 8.2765 -12.0984 9.7313  -0.510
C: 6.9492 -12.6573 10.2431  0.214
F: 6.0018 -11.6574 10.1942  -0.302
O: 6.6142 -13.6133 9.2136  -0.208
H: 9.1946 -12.5792 10.0689  0.310
H: 8.3035 -11.0324 9.9575  0.299
H: 6.9443 -13.0849 11.2457  0.341
O: -2.7108 -16.1591 -0.2634  -0.609
C: -1.6425 -15.5499 -0.1394  0.683
O: -0.3524 -15.9892 -0.0274  -0.360
C: 0.6030 -14.9642 -0.1174  0.461
C: -0.2942 -13.8026 0.0490  0.193
F: -0.0457 -12.7576 -0.8136  -0.302
O: -1.5822 -14.3214 -0.2299  -0.313
H: 1.3586 -14.9656 0.6682  -0.275
H: 0.9970 -15.0265 -1.1318  0.210
H: -0.2567 -13.4918 1.0931  0.346
O: 3.6636 -14.3112 2.4398  -0.714
C: 4.6332 -14.6278 3.0946  0.311
O: 5.2944 -15.6038 2.6693  -0.372
C: 5.9529 -16.2560 3.7071  2.073
C: 6.0695 -15.1127 4.6895  0.977
F: 7.2984 -14.7080 4.5515  0.037
O: 5.0732 -14.2280 4.2706  -0.106
H: 5.3853 -17.1196 4.0537  -0.383
H: 6.8724 -16.6269 3.2542  -1.384
H: 6.0274 -15.4067 5.7382  -0.404
O: 3.1583 -18.0243 1.2393  -0.624
C: 2.5626 -17.6331 2.2771  0.618
O: 1.3575 -17.1089 2.2495  -0.221
C: 0.9547 -16.9721 3.5929  -0.606
C: 2.2366 -17.1131 4.4195  0.738
F: 2.1387 -17.9064 5.4766  -0.330
O: 3.0549 -17.7823 3.5187  -0.268
H: 0.6922 -15.9160 3.6540  0.297
H: 0.0255 -17.4978 3.8130  0.285
H: 2.7996 -16.2146 4.6725  0.171
O: 6.9062 -7.8481 2.6876  -0.618
C: 6.5685 -8.9825 3.0604  0.508
O: 6.0066 -9.3013 4.2400  -0.350
C: 5.4061 -10.5498 4.0939  -0.339
C: 6.3668 -11.1708 3.0260  -0.531
F: 5.8308 -12.0626 2.2436  0.334
O: 6.6886 -9.9941 2.3339  -0.484
H: 5.6109 -11.2393 4.9128  0.268
H: 4.4069 -10.6445 3.6687  0.366
H: 7.3320 -11.4421 3.4536  0.635
O: 4.2280 -16.5353 6.7177  -0.414
C: 4.3545 -16.2817 7.9654  0.532
O: 5.2882 -16.7702 8.8593  -0.283
C: 4.9003 -16.6015 10.1737  -0.353
C: 3.7139 -15.6535 10.0304  0.229
F: 4.0868 -14.4573 10.5807  -0.279
O: 3.4755 -15.5504 8.6790  -0.326
H: 4.5961 -17.5325 10.6520  0.328
H: 5.7230 -16.0869 10.6703  0.235
H: 2.7225 -15.8275 10.4486  0.281
O: 7.3363 -17.1350 0.6114  -0.499
C: 7.3625 -16.6151 -0.4996  0.661
O: 6.4494 -15.8042 -1.1617  -0.158
C: 7.0841 -15.0868 -2.1402  -0.149
C: 7.9057 -16.3939 -2.6769  0.168
F: 8.9522 -16.2407 -3.4183  -0.279
O: 8.2578 -16.9307 -1.3881  -0.314
H: 6.3248 -14.6450 -2.7855  0.308
H: 7.7070 -14.3031 -1.7090  -0.015
H: 7.2487 -17.1207 -3.1548  0.310
O: 13.5285 -12.4852 5.1210  -0.577
C: 12.3523 -12.5257 5.4455  0.592
O: 11.8479 -13.2363 6.3948  -0.361
C: 10.4439 -13.2783 6.4419  -0.199
C: 10.1897 -12.8142 4.9962  0.549
F: 9.0213 -12.2803 4.7934  -0.053
O: 11.3442 -11.9450 4.7884  -0.361
H: 10.0649 -14.2688 6.6937  0.249
H: 9.9712 -12.5005 7.0417  0.234
H: 10.1658 -13.7075 4.3721  -0.142
O: 6.4615 -20.5005 9.1303  -0.571
C: 6.8567 -20.2208 8.0314  0.508
O: 6.1459 -20.2471 6.9166  -0.357
C: 6.9739 -19.8505 5.8657  -0.206
C: 7.9422 -18.9821 6.6013  0.678
F: 7.5131 -17.7062 6.6362  -0.072
O: 7.9797 -19.5806 7.8481  -0.366
H: 7.4079 -20.7779 5.4921  0.364
H: 6.2879 -19.4217 5.1352  0.068
H: 8.9250 -19.0157 6.1311  -0.009

Cartesian forces, eV/Å:
-2.031 0.476 0.031
4.451 -3.454 -0.063
-0.638 6.166 -0.542
-2.917 -1.238 0.997
-0.953 -1.320 -2.615
2.107 0.175 0.599
-2.350 -2.358 2.098
1.969 1.467 -0.139
0.460 -0.202 -0.464
0.160 -0.029 -0.112
-2.313 -2.720 3.041
1.821 1.408 -4.700
-0.562 0.429 0.824
1.172 2.193 0.594
-0.033 2.773 2.422
-0.310 -1.790 -2.656
-0.516 -0.443 0.719
-0.342 -0.557 0.230
0.012 -0.793 -0.084
1.069 -0.668 -0.253
-0.378 -0.758 -0.901
1.207 -0.276 -0.964
-1.409 1.913 1.646
0.574 -2.112 -0.737
1.421 0.818 -1.018
-0.149 0.044 0.643
-0.221 0.114 1.257
-0.082 1.148 0.100
-0.793 -0.502 0.133
-0.186 -0.376 -0.231
-0.957 -0.948 -1.536
1.149 -0.433 -0.688
1.829 2.103 0.496
-0.964 0.493 -0.029
-0.086 0.034 -0.503
0.337 -0.453 0.120
-1.241 -0.132 2.877
-0.213 -0.248 0.017
0.152 -0.062 -0.175
-0.153 -0.290 -0.330
3.465 0.525 0.789
-2.057 -5.616 -0.975
-0.632 -3.329 0.953
-0.170 -0.124 -1.030
-0.318 1.295 -0.132
-0.165 -0.624 0.748
-0.243 7.413 -0.136
0.015 -0.588 -0.193
0.518 0.261 0.134
-0.325 0.779 -0.148
-0.261 2.053 1.112
-3.084 0.484 -1.821
1.542 -3.398 -2.353
0.306 -1.091 -0.080
-0.483 -3.400 1.373
3.091 2.830 -0.802
-0.013 1.762 1.612
-0.277 0.164 0.050
0.234 0.212 0.644
-1.034 0.381 -0.145
-2.024 1.652 4.078
3.348 -2.789 -5.337
-0.114 -0.434 0.322
-1.054 3.024 0.663
0.085 -0.493 -0.627
-0.619 -0.408 1.156
0.822 -0.298 -1.232
-0.368 0.127 0.296
0.598 -0.730 0.240
-0.715 0.367 0.457
-1.021 -3.177 1.784
0.771 7.448 0.177
-0.852 0.899 0.893
1.862 -3.272 -0.871
0.211 2.214 2.330
-0.674 -0.935 -1.103
0.675 -3.361 -4.255
-0.798 0.702 0.755
-0.267 0.718 0.416
-0.199 -1.033 0.137
1.210 1.424 6.163
-0.121 -1.709 -3.474
-0.065 -0.726 -3.573
-0.915 0.530 0.696
-0.556 0.539 1.244
0.098 0.755 -0.255
-0.005 0.250 -1.531
0.374 -0.137 -0.120
-0.254 -0.225 0.376
0.338 -0.705 0.449
-0.557 2.068 -2.353
-1.415 -1.276 1.578
-1.517 -0.593 4.125
1.518 -1.470 -2.001
-2.473 1.553 1.356
1.970 0.541 -0.785
2.175 -0.533 -1.341
0.271 -0.277 -0.225
0.330 -0.023 -0.216
-0.302 0.106 0.010
-2.524 0.394 1.035
3.110 0.178 -2.096
0.697 -2.099 3.494
-0.832 1.216 -1.439
1.959 -2.440 1.103
-1.754 2.303 -0.192
-2.325 0.237 -1.692
0.293 0.124 -0.193
0.506 -0.058 0.576
0.976 0.083 -0.662
0.149 -0.738 -0.763
-2.759 0.366 2.909
-1.423 -1.221 0.734
-0.894 -0.683 -0.841
1.430 -0.507 -2.129
-0.230 0.708 0.554
2.386 1.253 -0.225
0.476 0.311 -0.460
0.650 0.399 -0.181
0.136 0.280 0.359



Record 2
2 unconnected molecules or ions with the total composition C3H10N2O2S. Source: the Open Molecules 2025 dataset; level of theory: wB97M-V/def2-TZVPD.

Properties
Kohn-Sham gap	9.6	eV
highest occupied orbital energy	-8.905	eV
lowest unoccupied orbital energy	0.7314	eV
total charge	0
energy above the lowest of the compared OMol25 structures with the same formula, charge and spin	17.5	kcal/mol

Last column: Mulliken charge in e.
Positions of all 18 atoms, in Å:
N: 0.2528 -3.0183 -0.6824  -0.382
C: -0.2202 -1.7761 -0.4282  0.423
O: -1.4089 -1.5321 -0.4526  -0.611
C: 0.8508 -0.7509 -0.0316  0.121
N: 1.8867 -0.7222 -1.0622  -0.645
C: 0.1228 0.5717 0.1347  -0.869
S: 0.9024 1.9894 0.9226  -0.209
H: 1.2171 -3.2638 -0.5389  0.218
H: -0.4320 -3.7436 -0.8001  0.258
H: 1.3212 -1.0871 0.8926  0.334
H: 1.4866 -0.8298 -1.9849  0.241
H: 2.4663 0.1056 -1.0470  0.262
H: -0.7174 0.3290 0.7589  0.278
H: -0.2935 0.8896 -0.8209  0.420
H: -0.2087 2.7284 0.9524  0.142
O: -2.6133 2.0807 0.5819  -0.614
H: -3.5589 2.0833 0.3951  0.302
H: -2.3258 1.2672 0.1425  0.331

Cartesian forces, eV/Å:
0.095 -0.063 -0.062
0.212 -0.492 0.560
-0.153 0.219 -0.165
0.355 1.059 -0.776
0.215 -0.735 -0.203
-0.997 -0.092 0.228
0.971 -0.040 0.093
0.002 0.128 -0.087
0.016 -0.093 -0.069
-0.146 0.086 0.258
0.040 0.179 -0.030
-0.134 0.059 0.167
-0.426 -0.026 0.323
0.192 -0.144 -0.167
-0.140 -0.017 -0.021
-0.164 -0.350 -0.309
0.011 0.210 0.135
0.050 0.111 0.126



Record 3
A molecular structure, C28H32BrN3OReSSbSe4. Source: the Open Molecules 2025 dataset; level of theory: wB97M-V/def2-TZVPD.

Properties
multiplicity	2
Kohn-Sham gap (alpha / beta)	5.3 / 5.2	eV
<S²>	0.757
highest occupied orbital energy (alpha / beta)	-9.647 / -9.601	eV
lowest unoccupied orbital energy (alpha / beta)	-4.3630 / -4.3679	eV
total charge	+1

Last column: Mulliken charge in e.
Positions of all 72 atoms, in Å:
Re: 1.0559 -1.1518 -0.5509  1.175
O: 1.7584 -1.3203 1.3874  -0.300
N: 1.6155 -2.4803 2.0487  0.498
C: 2.1841 -2.5728 3.2634  -0.261
C: 2.0603 -3.7269 3.9913  -0.820
C: 1.3656 -4.8045 3.4477  -0.415
C: 0.8405 -4.6978 2.1763  -0.744
C: 0.9880 -3.5125 1.4676  0.778
S: 0.3686 -3.2918 -0.1473  -0.581
H: 2.7163 -1.6942 3.5937  0.443
H: 2.5218 -3.7799 4.9656  0.449
H: 1.2390 -5.7223 4.0045  0.439
H: 0.3148 -5.5157 1.7042  0.483
Br: 1.3816 1.5404 -5.7328  -0.120
C: 0.5586 0.1687 -4.7476  -0.544
C: -0.3298 -0.7192 -5.3324  -0.087
C: -0.8947 -1.6930 -4.5263  -1.025
C: -0.5618 -1.7457 -3.1870  -0.267
N: 0.3100 -0.8965 -2.6322  0.375
C: 0.8732 0.0398 -3.4074  -0.212
H: -0.5595 -0.6582 -6.3873  0.487
H: -1.5872 -2.4151 -4.9346  0.450
H: -0.9945 -2.4931 -2.5359  0.396
H: 1.6245 0.6769 -2.9637  0.724
C: 3.9652 2.9302 -0.4334  -1.461
C: 2.5270 2.7492 -0.8320  0.257
C: 1.9244 3.5277 -1.8060  -0.729
C: 0.5927 3.3287 -2.1813  0.731
C: -0.0586 4.2405 -3.1819  -1.866
C: -0.1253 2.2885 -1.6154  0.035
C: 0.4525 1.4813 -0.6281  -1.182
C: 1.7646 1.7491 -0.2154  0.073
N: -0.1310 0.3077 -0.1094  0.730
C: -1.4182 0.2911 0.6250  0.466
C: -1.9124 1.7038 0.9675  -1.418
C: -3.2234 1.6216 1.7574  0.374
C: -2.9967 0.8576 3.0625  -1.418
C: -2.5364 -0.5615 2.7299  0.257
C: -3.6008 -1.2737 1.8909  -1.330
C: -3.8071 -0.5063 0.5826  0.264
C: -4.2797 0.9137 0.9035  -1.373
C: -2.4937 -0.4376 -0.2027  -1.035
C: -1.2274 -0.4954 1.9391  -1.103
H: 4.3114 3.9473 -0.6092  0.440
H: 4.5912 2.2649 -1.0331  0.220
H: 4.1088 2.6748 0.6155  0.316
H: 2.4900 4.3191 -2.2852  0.470
H: 0.6140 4.4758 -4.0054  0.414
H: -0.3301 5.1805 -2.6966  0.393
H: -0.9663 3.7992 -3.5911  0.361
H: -1.1292 2.0817 -1.9657  0.174
H: 2.1546 1.2420 0.6597  0.788
H: -2.0893 2.2758 0.0572  0.444
H: -1.1471 2.2291 1.5472  0.389
H: -3.5567 2.6380 1.9795  0.291
H: -3.9170 0.8336 3.6505  0.540
H: -2.2332 1.3643 3.6599  0.508
H: -2.3560 -1.1188 3.6532  0.349
H: -4.5418 -1.3117 2.4451  0.567
H: -3.2970 -2.3055 1.6878  0.476
H: -4.5528 -1.0184 -0.0310  0.318
H: -5.2313 0.8792 1.4391  0.526
H: -4.4430 1.4724 -0.0231  0.528
H: -2.6516 0.0963 -1.1467  0.310
H: -2.1353 -1.4442 -0.4428  0.369
H: -0.9098 -1.5149 1.7009  0.078
H: -0.4427 -0.0235 2.5380  0.285
Se: 6.0366 0.1808 2.8033  -0.241
Sb: 4.4587 -0.8066 0.6637  1.162
Se: 2.9924 -1.5581 -1.5964  -0.321
Se: 7.0382 0.0413 0.8813  -0.217
Se: 4.8694 -3.1446 1.2266  -0.530

Cartesian forces, eV/Å:
-1.118 -0.681 0.731
-0.042 0.471 -0.612
-0.201 -0.425 0.025
0.096 0.103 0.046
-0.056 -0.078 0.026
-0.019 0.091 -0.064
0.032 0.019 0.020
0.083 0.002 0.016
-0.258 0.665 -0.236
-0.030 0.025 -0.025
-0.012 -0.004 0.004
0.064 0.004 0.024
0.016 -0.007 0.004
-0.022 -0.028 -0.017
-0.018 -0.019 0.051
0.067 0.064 0.049
-0.068 -0.020 -0.030
-0.124 -0.008 0.076
0.244 -0.005 0.164
-0.047 0.032 -0.149
-0.020 0.017 0.008
-0.003 0.000 0.022
0.015 0.014 0.011
-0.038 0.023 0.079
-0.103 0.010 -0.152
-0.009 -0.056 0.056
0.079 -0.089 0.056
-0.160 -0.049 -0.029
0.016 0.020 0.021
-0.103 -0.138 -0.009
0.565 0.330 -0.171
-0.267 0.057 -0.065
-0.044 -0.299 -0.093
-0.373 -0.269 0.355
0.132 -0.061 -0.011
-0.024 0.041 0.007
0.032 -0.009 -0.089
0.002 -0.026 0.036
0.050 0.049 0.006
-0.075 -0.046 -0.020
0.041 0.001 0.002
0.072 0.173 -0.021
-0.004 0.063 -0.024
-0.030 0.012 0.047
0.069 -0.016 0.058
0.086 0.024 0.030
0.015 0.008 0.027
0.015 0.000 -0.005
-0.012 0.007 -0.044
-0.002 0.006 -0.009
-0.029 -0.015 0.028
0.053 -0.137 -0.059
0.039 0.039 -0.035
0.003 0.017 -0.014
0.024 -0.001 -0.008
0.003 -0.012 0.012
-0.040 0.014 0.041
-0.017 0.000 -0.012
-0.004 -0.048 -0.006
0.004 0.005 -0.012
-0.008 0.023 0.015
-0.011 0.002 -0.017
-0.038 0.008 0.015
0.035 -0.023 -0.013
-0.011 -0.013 0.007
0.037 0.017 0.017
0.032 -0.008 -0.044
-0.678 0.219 1.247
1.196 -0.727 1.347
0.536 -0.083 -1.093
0.626 -0.087 -1.319
-0.261 0.814 -0.278



Record 4
CH2INO2S in the gas phase. Source: the Open Molecules 2025 dataset; level of theory: wB97M-V/def2-TZVPD.

Properties
Kohn-Sham gap (alpha / beta)	7.7 / 7.7	eV
highest occupied orbital energy (alpha / beta)	-9.505 / -9.508	eV
lowest unoccupied orbital energy (alpha / beta)	-1.7715 / -1.7712	eV
total charge	0
energy above the lowest of the compared OMol25 structures with the same formula, charge and spin	17.8	kcal/mol

Last column: Mulliken charge in e.
Positions of all 8 atoms, in Å:
C: 0.4242 0.0286 -0.5177  -0.443
N: 1.5225 -0.8590 -0.0736  -0.016
O: 1.3104 -2.0268 -0.0090  -0.255
O: -1.0906 -0.4696 1.7019  -0.393
S: -0.5002 0.7176 1.1552  0.365
I: -2.1693 2.2312 -0.0600  -0.025
H: 0.9513 0.8352 -1.1654  0.330
H: -0.4483 -0.4571 -1.0315  0.437

Cartesian forces, eV/Å:
-0.876 0.897 -0.617
0.533 0.719 0.478
-0.730 -0.112 -0.254
-0.715 -0.886 0.245
1.604 0.904 -1.802
0.479 -0.625 0.200
-1.224 -1.066 1.395
0.928 0.167 0.354



no.,F_max (eV/Å)
1,7.49
2,1.36
3,1.94
4,2.58